C19H7F5IN3OS3V | ωB97M-V/def2-TZVPD

Structure (XYZ):
```
40
C19H7F5IN3OS3V, DFT ωB97M-V/def2-TZVPD
V -19.102 -0.381 10.733
S -19.861 0.775 12.503
C -18.297 1.509 12.885
C -17.967 1.986 14.178
C -16.709 2.495 14.459
C -16.392 2.600 15.828
N -15.961 2.732 16.916
C -15.787 2.663 13.416
C -16.103 2.269 12.146
C -17.323 1.657 11.854
S -17.296 0.912 10.266
C -14.491 3.110 13.722
N -13.393 3.471 13.901
H -18.650 1.798 14.994
H -15.364 2.468 11.322
I -20.490 -0.233 8.624
F -13.319 -3.979 3.189
C -14.154 -3.211 3.947
C -14.721 -3.675 5.141
F -14.418 -4.921 5.602
C -15.682 -2.888 5.807
F -16.251 -3.425 6.901
C -16.085 -1.591 5.395
S -17.177 -0.634 6.271
C -15.457 -1.190 4.209
F -15.734 0.039 3.789
C -14.587 -1.968 3.455
F -14.056 -1.417 2.321
O -17.870 -1.526 11.899
N -18.753 -2.437 11.063
C -19.850 -2.946 11.732
C -20.543 -3.894 11.021
C -20.115 -4.270 9.765
C -18.888 -3.927 9.241
C -18.140 -2.997 9.959
H -20.009 -2.655 12.729
H -21.406 -4.370 11.449
H -20.844 -4.868 9.231
H -18.430 -4.434 8.397
H -17.151 -2.581 9.731
```

Properties
- LUMO energy (alpha / beta) (eV) = 4.255 / 4.242
- multiplicity = 4
- frontier orbital gap (alpha / beta) (eV) = 5.853 / 5.985
- net charge = -2
- HOMO (alpha / beta) (eV) = -1.60 / -1.74


C2 | ωB97M-V/def2-TZVPD

Structure (XYZ):
```
2
C2, DFT ωB97M-V/def2-TZVPD
C 0.000 0.000 1.160
C 0.000 0.000 -1.160
```

Properties
- LUMO energy (eV) = -2.366
- multiplicity = 1
- frontier orbital gap (eV) = 6.179
- HOMO (eV) = -8.55


C2 | ωB97M-V/def2-TZVPD

Structure (XYZ):
```
2
C2, DFT ωB97M-V/def2-TZVPD
C 0.000 0.000 1.325
C 0.000 0.000 -1.325
```

Properties
- LUMO energy (eV) = -2.381
- multiplicity = 1
- frontier orbital gap (eV) = 5.739
- HOMO (eV) = -8.12


C2 | ωB97M-V/def2-TZVPD

Structure (XYZ):
```
2
C2, DFT ωB97M-V/def2-TZVPD
C 0.000 0.000 1.388
C 0.000 0.000 -1.388
```

Properties
- LUMO energy (eV) = -2.557
- multiplicity = 1
- frontier orbital gap (eV) = 5.434
- HOMO (eV) = -7.99


C2 | ωB97M-V/def2-TZVPD

Structure (XYZ):
```
2
C2, DFT ωB97M-V/def2-TZVPD
C 0.588 -0.358 0.685
C -0.588 0.358 -0.685
```

Properties
- LUMO energy (eV) = -2.871
- multiplicity = 1
- frontier orbital gap (eV) = 6.450
- HOMO (eV) = -9.32


C2 | ωB97M-V/def2-TZVPD

Structure (XYZ):
```
2
C2, DFT ωB97M-V/def2-TZVPD
C 0.000 0.000 0.641
C 0.000 0.000 -0.641
```

Properties
- LUMO energy (eV) = -4.744
- multiplicity = 1
- frontier orbital gap (eV) = 6.725
- HOMO (eV) = -11.47